C11H19N2 | wB97M-V/def2-TZVPD

Output
Total charge   +1
Electronic energy   -14687.2917 eV

```
32
Properties=species:S:1:pos:R:3:forces:R:3
C -2.573563 1.217258 -2.338671 0.862 1.436 -0.708
C -1.305888 1.741533 -2.277553 2.910 1.840 -0.290
C -2.873350 0.169631 -1.539704 1.267 -0.992 2.017
C -0.355469 1.131029 -1.432596 -0.169 1.280 -1.319
C -1.889252 -0.420417 -0.681357 -2.654 -0.232 -0.701
C -0.579253 0.018313 -0.707713 -2.228 -1.812 1.159
C 0.015639 -2.889413 -1.407904 -2.118 2.115 2.018
C 2.567018 0.224714 0.660618 1.446 0.523 0.456
C 1.055309 -0.722409 2.340391 0.389 -2.223 1.290
C 0.798754 -1.996664 -0.427730 -2.082 -0.467 0.009
C 0.403750 -0.819963 0.003978 0.532 2.643 -0.849
N 0.081647 2.326091 2.147704 0.447 1.622 -1.379
N 1.185954 -0.049187 1.079534 -1.555 -0.727 -1.845
H -3.288988 1.737855 -2.935765 -0.583 -0.102 -0.350
H -0.903126 2.687382 -2.871816 -1.349 -2.167 1.252
H -3.892207 -0.078944 -1.488672 -1.076 -0.897 0.235
H 0.610886 1.492352 -1.289563 1.635 1.178 -0.562
H -2.242600 -1.211969 0.003598 0.459 0.323 -0.527
H -0.918297 -2.296965 -1.796723 1.804 -1.455 0.761
H -0.272745 -3.794789 -0.827636 0.008 0.551 -0.669
H 0.608975 -3.135353 -2.214283 1.277 -0.785 -1.751
H 3.287122 -0.283841 1.352451 -0.665 0.204 -0.878
H 2.780103 -0.009732 -0.397169 -0.369 -0.008 0.701
H 2.715457 1.283125 0.828305 0.277 0.349 -0.163
H 0.500601 -1.667294 2.179198 0.003 0.764 0.552
H 2.036252 -1.025488 2.724501 -0.317 0.350 0.218
H 0.553933 0.003587 2.957330 -0.156 -0.477 1.001
H 1.497145 -2.417788 0.219272 1.657 -1.264 0.517
H -0.885177 2.180251 2.412777 0.031 0.038 0.547
H -0.008726 3.090433 1.380741 0.578 -1.590 1.858
H 0.662446 2.682688 2.947705 -1.141 -0.238 -1.102
H 0.627650 0.833974 1.396750 0.880 0.217 -1.497
```
Positions in Å, forces in eV/Å.

---

C15H41BClN3O4 | wB97M-V/def2-TZVPD

Output
SMILES string   CC[C@H](Cl)BO.COC[C@@H](C)N.COC[C@@H](C)N.COC[C@@H](C)N
Electronic energy   -42078.5443 eV

```
65
Properties=species:S:1:pos:R:3:forces:R:3
C 2.722770 -1.366360 3.437197 0.085 0.048 0.013
C 1.255857 -1.622426 3.810522 0.069 0.072 0.012
C 0.258466 -0.687620 3.098123 0.036 -0.029 -0.011
Cl 0.033613 0.828990 4.039928 -0.023 0.042 0.037
B -1.057946 -1.519613 2.907342 -0.311 0.108 -0.398
O -2.065471 -1.468250 3.809223 0.499 -0.016 0.625
H 3.124457 -2.174214 2.824968 -0.028 0.037 -0.041
H 3.361213 -1.271119 4.315091 -0.042 -0.039 0.016
H 2.828107 -0.437905 2.874158 0.001 0.011 0.042
H 1.103541 -1.501812 4.883364 -0.062 -0.049 -0.015
H 0.991909 -2.660729 3.579319 0.043 0.000 -0.016
H 0.694430 -0.373500 2.150577 -0.097 -0.056 -0.064
H -1.150227 -2.224126 1.936656 0.139 -0.200 0.173
H -2.592083 -2.264729 3.894848 -0.331 0.063 -0.415
C 2.070993 -3.241269 -1.080069 0.051 0.048 -0.009
O 1.070906 -2.503974 -0.407743 -0.027 -0.046 0.034
C 0.529467 -1.407952 -1.119411 -0.026 0.019 0.064
C -0.589380 -1.768071 -2.100175 -0.055 -0.002 -0.029
C -0.113286 -2.435972 -3.383728 -0.097 0.021 -0.073
N -1.635533 -2.597861 -1.497049 -0.044 0.034 0.027
H 2.690152 -2.588714 -1.705130 0.011 -0.006 0.016
H 1.653906 -4.029980 -1.711394 -0.013 0.010 0.001
H 2.701430 -3.700826 -0.319756 -0.002 -0.011 -0.006
H 0.110133 -0.748483 -0.354438 0.023 -0.005 0.014
H 1.330816 -0.860410 -1.633567 -0.020 0.001 -0.020
H -1.063418 -0.819652 -2.376582 0.056 0.016 -0.030
H 0.167656 -3.476896 -3.219881 -0.002 0.007 0.028
H -0.933007 -2.425737 -4.101030 0.053 -0.071 -0.048
H 0.736136 -1.916059 -3.829561 0.009 0.030 0.054
H -2.058658 -2.108107 -0.715300 0.002 0.008 -0.002
H -1.206511 -3.427801 -1.098426 -0.002 -0.008 -0.019
C -3.755689 0.752207 -5.848219 -0.038 0.039 0.011
O -3.522860 0.113116 -4.610941 0.013 -0.031 -0.017
C -4.657378 -0.478979 -4.002486 -0.007 0.011 -0.004
C -4.967876 -1.903229 -4.478121 0.020 -0.039 0.033
C -5.591764 -1.973035 -5.866950 0.016 0.012 0.006
N -3.798094 -2.778176 -4.430320 0.044 0.103 0.115
H -4.736436 1.240405 -5.862276 0.015 0.016 0.004
H -3.704680 0.060429 -6.692997 0.002 -0.012 0.011
H -2.984035 1.511076 -5.971863 0.004 -0.006 -0.013
H -4.423783 -0.518338 -2.935924 0.015 0.003 -0.001
H -5.533177 0.170919 -4.135312 -0.004 -0.009 0.010
H -5.695998 -2.299273 -3.761176 -0.023 0.025 -0.016
H -4.841749 -1.799807 -6.640007 -0.008 0.008 -0.003
H -6.008691 -2.965064 -6.035373 0.017 -0.005 -0.011
H -6.386538 -1.234604 -5.988237 -0.006 -0.004 0.000
H -3.439135 -2.821597 -3.478357 0.034 -0.077 -0.005
H -3.059302 -2.331884 -4.966955 -0.012 -0.058 -0.048
C 4.532792 6.179176 3.195548 -0.036 0.044 0.013
O 4.744258 5.547043 4.440166 0.001 -0.037 -0.029
C 3.584581 5.040263 5.075527 0.002 0.017 -0.014
C 3.175851 3.632478 4.630920 0.003 -0.036 0.019
C 2.540200 3.573549 3.247057 0.039 -0.008 0.048
N 4.279089 2.672659 4.687674 0.030 0.024 0.026
H 3.585740 6.730105 3.188174 0.017 0.016 0.003
H 4.523930 5.471663 2.362468 0.001 -0.011 0.011
H 5.350254 6.883556 3.046854 0.003 -0.007 -0.012
H 3.827266 5.011235 6.140510 0.020 0.005 -0.002
H 2.748455 5.739412 4.938278 -0.009 -0.015 0.017
H 2.424905 3.298549 5.355896 -0.021 0.022 -0.021
H 3.294331 3.671429 2.464644 -0.004 -0.003 -0.004
H 2.047698 2.610706 3.128866 0.007 0.001 -0.092
H 1.798495 4.362939 3.111391 -0.004 -0.003 0.007
H 4.623577 2.592564 5.638429 -0.019 -0.019 0.004
H 5.055324 3.039686 4.145038 -0.008 -0.005 -0.008
```
Positions in Å, forces in eV/Å.

---

C3H4BNO3 | wB97M-V/def2-TZVPD

Output
SMILES string   OB(O)c1cnoc1
Electronic energy   -11485.8430 eV

```
12
Properties=species:S:1:pos:R:3:forces:R:3
O 0.597716 -1.314390 0.654222 0.119 2.506 -0.280
B -0.177861 -0.458473 -0.114748 1.099 0.217 0.733
O -1.255097 -0.775456 -0.862184 -0.584 -1.468 -0.273
C 0.316320 0.978962 -0.005877 -1.289 4.426 -0.509
C 1.243006 1.501458 0.956150 -0.189 -2.767 -0.272
N 1.440436 2.761152 0.933857 -0.312 1.066 0.521
O 0.506635 3.248162 0.011080 0.128 -0.193 -0.440
C -0.151550 2.230899 -0.524913 2.185 -3.081 1.845
H 0.373332 -2.196567 0.582147 -0.638 -2.949 -0.057
H -1.461415 -1.735599 -0.844201 0.037 0.962 -0.134
H 1.663326 0.776782 1.648176 0.693 0.762 0.085
H -0.852232 2.454422 -1.252175 -1.250 0.519 -1.219
```
Positions in Å, forces in eV/Å.